Molecular formula: C2H6FP
Method: DFT, ωB97M-V/def2-TZVPD

Properties
- ΔE to the lowest compared entry with this formula, charge and spin (kJ/mol) = 187.2
- SMILES = CPCF
- HOMO (eV) = -9.3
- frontier orbital gap (eV) = 10.373
- LUMO level (eV) = 1.038

Geometry as XYZ:
```
10
C2H6FP, DFT ωB97M-V/def2-TZVPD
C 0.0586 -1.2700 -0.6449
P 0.9817 -0.3079 0.6657
C -0.3051 1.2397 0.7439
F -1.5896 0.8023 0.3268
H -1.1075 -1.2719 -0.4542
H 0.5120 -2.2219 -0.7388
H -0.0349 -0.7444 -1.6072
H 1.8129 0.1580 -0.2225
H -0.3775 1.5815 1.6950
H 0.0494 2.0345 0.2362
```

Quick look at the Löwdin charges, all values in e: number 1, C, carries -0.388; number 2, P, carries 0.853; number 3, C, carries -0.316; number 4, F, carries -0.136; number 5, H, carries 0.068; number 6, H, carries -0.009; number 7, H, carries 0.029; number 8, H, carries -0.151; number 9, H, carries 0.022; number 10, H, carries 0.027